Entry 1:
Computed, not measured: a structure of composition C31H24IrN4STe, with ωB97M-V with the def2-TZVPD basis set.

Each line ends with the natural charge from an NBO analysis.
Atoms and positions in Å:
Ir (-0.83365, -0.42481, 0.58579)  0.70
C (-1.94271, -4.62571, 0.82564)  -0.22
C (-1.26120, -5.02164, 1.95776)  -0.11
C (-0.46465, -4.09582, 2.62193)  -0.19
C (-0.39572, -2.80266, 2.15753)  0.16
N (-1.07558, -2.41838, 1.05275)  -0.44
C (-1.82098, -3.31548, 0.40173)  0.09
C (0.37287, -1.72203, 2.83341)  0.18
C (1.10342, -1.82634, 4.00127)  -0.19
C (1.70639, -0.68753, 4.51249)  -0.11
C (1.55031, 0.52930, 3.87252)  -0.20
C (0.82832, 0.56759, 2.69398)  0.28
N (0.28974, -0.54597, 2.20729)  -0.44
C (0.53482, 1.76145, 1.86264)  0.13
C (1.03109, 3.01536, 2.12893)  -0.19
C (0.65774, 4.08431, 1.32452)  -0.12
C (-0.18828, 3.85361, 0.26143)  -0.22
C (-0.63909, 2.56420, 0.03653)  0.08
N (-0.28781, 1.53975, 0.81506)  -0.42
H (-2.56417, -5.31461, 0.27119)  0.26
H (-1.34564, -6.03636, 2.32658)  0.25
H (0.09117, -4.38124, 3.50436)  0.24
H (-2.32476, -2.96437, -0.48798)  0.22
H (1.19163, -2.77084, 4.52027)  0.25
H (2.29005, -0.74961, 5.42157)  0.26
H (1.96787, 1.43300, 4.29721)  0.25
H (1.70089, 3.16283, 2.96606)  0.25
H (1.02096, 5.08191, 1.53315)  0.25
H (-0.50131, 4.65528, -0.39367)  0.25
H (-1.29766, 2.33297, -0.78983)  0.22
Te (3.77646, -0.11004, 0.85471)  0.26
C (4.53023, 1.78576, 0.51570)  -0.58
C (4.82350, 2.37906, -0.67315)  -0.23
C (5.35749, 3.69544, -0.52158)  -0.25
C (5.45759, 4.06949, 0.77503)  -0.38
S (4.90956, 2.83553, 1.81914)  0.46
H (4.67184, 1.89080, -1.62852)  0.24
H (5.66219, 4.33088, -1.34220)  0.25
H (5.83644, 5.00058, 1.16942)  0.26
C (-4.99900, 1.56138, -2.35168)  -0.11
C (-4.89101, 0.99174, -1.08433)  -0.21
C (-3.74584, 0.31162, -0.73085)  -0.18
C (-2.70108, 0.17124, -1.65635)  0.13
C (-2.82188, 0.74179, -2.93970)  -0.19
C (-3.96413, 1.43898, -3.27445)  -0.21
N (-1.51790, -0.46308, -1.24953)  -0.35
C (-0.74382, -1.09395, -2.23647)  0.14
C (-1.37627, -1.83320, -3.25110)  -0.21
C (-0.61351, -2.54562, -4.15392)  -0.21
C (0.77457, -2.52478, -4.06410)  -0.12
C (1.40432, -1.77627, -3.07300)  -0.20
C (0.65356, -1.06290, -2.15968)  -0.20
H (-5.89396, 2.10855, -2.61945)  0.24
H (-5.70663, 1.07898, -0.37907)  0.25
H (-3.64969, -0.14868, 0.24366)  0.24
H (-2.00010, 0.66358, -3.63960)  0.24
H (-4.04826, 1.89854, -4.25011)  0.25
H (-2.45803, -1.87582, -3.29042)  0.24
H (-1.09935, -3.12401, -4.92909)  0.25
H (1.36773, -3.09149, -4.77025)  0.24
H (2.48423, -1.74180, -3.02022)  0.24
H (1.12669, -0.44047, -1.41097)  0.24

As for the LUMO energy (alpha / beta): -8.08 / -8.08 eV. The value obtained for the gap between HOMO and LUMO (alpha / beta) is 4.70 / 4.68 eV. The total charge is +2. The HOMO energy (alpha / beta) comes out at -12.78 / -12.75 eV. The value obtained for the electronic energy is -59449.93294 eV. The expectation value of S² is 0.79. The maximum force is 0.039 hartree/bohr. Its spin multiplicity is 2.

Entry 2:
Computed, not measured: a structure of composition C36H27Cl5MoN3O3S2, with ωB97M-V with the def2-TZVPD basis set.

Each line ends with the Löwdin charge.
Atoms and positions in Å:
Mo (0.57165, 1.28709, 0.08115)  1.59
C (-0.81379, 3.30453, -2.33983)  0.03
C (-1.37985, 2.50433, -1.22099)  -0.23
N (-1.00890, 2.70395, 0.04136)  -0.16
N (-1.86894, 2.58314, 1.03346)  0.04
C (-1.31339, 2.24576, 2.18690)  -0.98
S (0.35905, 1.74762, 2.30597)  0.79
S (-2.23288, 2.25168, 3.61321)  1.07
C (-3.87920, 1.96377, 2.93487)  -0.36
C (-4.08770, 0.54985, 2.48049)  -0.29
C (-3.17973, -0.46662, 2.71971)  -0.08
C (-3.49971, -1.77498, 2.38147)  -0.09
C (-4.71131, -2.06843, 1.78174)  -0.07
C (-5.61170, -1.04213, 1.51397)  -0.05
C (-5.30335, 0.25903, 1.86540)  -0.02
C (-2.42367, 1.50284, -1.41603)  -0.12
C (-3.61173, 1.65140, -2.11578)  0.04
C (-4.47468, 0.56224, -2.22058)  -0.01
C (-4.14773, -0.65492, -1.64324)  -0.02
C (-2.94202, -0.82794, -0.96489)  0.00
C (-2.09941, 0.25779, -0.86291)  -0.27
O (-0.87844, 0.12999, -0.23041)  -0.25
H (0.02697, 3.92297, -2.03570)  0.09
H (-1.62972, 3.96979, -2.65091)  0.13
H (-0.56220, 2.68466, -3.20196)  0.11
H (-4.05473, 2.68809, 2.14051)  0.09
H (-4.54412, 2.21747, 3.76767)  0.11
H (-2.24780, -0.26596, 3.24333)  0.08
H (-2.81833, -2.57282, 2.63868)  0.10
H (-4.97564, -3.08967, 1.55729)  0.12
H (-6.56602, -1.26121, 1.06263)  0.12
H (-6.02279, 1.04626, 1.68876)  0.13
H (-3.88304, 2.60413, -2.54480)  0.14
H (-5.40400, 0.66934, -2.76000)  0.13
H (-4.82573, -1.48825, -1.73048)  0.13
H (-2.68476, -1.77276, -0.51626)  0.11
Cl (2.00457, 1.05996, -2.35876)  0.80
C (2.53849, 2.51658, -1.55353)  -0.67
C (1.72725, 2.91597, -0.49681)  -0.38
C (1.98935, 4.14491, 0.11942)  -0.68
Cl (0.93732, 4.78996, 1.30462)  0.77
C (3.13580, 4.86557, -0.24108)  -0.68
Cl (3.51967, 6.32573, 0.54678)  0.79
C (3.97899, 4.39231, -1.27083)  -0.67
Cl (5.35973, 5.26339, -1.71172)  0.82
C (3.67214, 3.20263, -1.95963)  -0.69
Cl (4.63372, 2.62869, -3.24425)  0.79
C (4.39034, -3.86288, -0.39622)  0.00
O (3.09908, -3.25282, -0.27082)  -0.08
C (2.50164, -2.79883, -1.38351)  -0.21
C (3.11657, -2.65356, -2.63105)  0.02
C (2.37777, -2.27603, -3.73771)  -0.04
C (1.00755, -2.02685, -3.64707)  -0.07
C (0.39111, -2.13448, -2.41566)  -0.03
C (1.14112, -2.49124, -1.29602)  -0.16
N (0.41090, -2.76570, -0.10405)  0.18
C (0.72011, -2.64289, 1.14841)  0.07
C (1.90421, -2.03762, 1.72753)  -0.14
C (2.51747, -2.76004, 2.75906)  0.02
C (3.68336, -2.30781, 3.35836)  -0.01
C (4.24242, -1.09999, 2.95288)  0.00
C (3.61759, -0.33978, 1.97168)  0.03
C (2.45610, -0.80955, 1.37958)  -0.29
O (1.83544, 0.03315, 0.51434)  -0.32
H (4.59987, -4.29162, 0.57855)  0.10
H (5.14251, -3.11485, -0.64195)  0.11
H (4.36119, -4.64728, -1.15243)  0.11
H (4.16588, -2.87282, -2.73942)  0.12
H (2.87295, -2.19863, -4.69332)  0.13
H (0.43401, -1.77718, -4.52598)  0.12
H (-0.67729, -1.97946, -2.31682)  0.11
H (-0.48221, -3.22371, -0.28257)  0.18
H (0.00347, -3.08882, 1.83368)  0.16
H (2.09004, -3.70391, 3.06593)  0.14
H (4.14518, -2.88933, 4.14338)  0.13
H (5.14927, -0.73540, 3.41428)  0.13
H (4.01465, 0.62219, 1.66891)  0.14

As for the LUMO energy (alpha / beta): -11.67 / -11.68 eV. The value obtained for the gap between HOMO and LUMO (alpha / beta) is 4.69 / 4.68 eV. The total charge is +3. The HOMO energy (alpha / beta) comes out at -16.35 / -16.35 eV. The value obtained for the electronic energy is -134492.97064 eV. The maximum force is 0.018 hartree/bohr. Its spin multiplicity is 1.

Entry 3:
Computed, not measured: a structure of composition C12H26BCuIO6P, with ωB97M-V with the def2-TZVPD basis set.

Each line ends with the natural charge from an NBO analysis.
Atoms and positions in Å:
C (4.39377, -2.07485, 0.66048)  -0.25
O (4.91358, -0.79636, 0.90200)  -0.54
C (3.91642, 0.19909, 0.99521)  -0.05
C (4.50643, 1.59742, 0.97457)  -0.43
C (3.46890, 2.74338, 0.94050)  -0.39
C (2.06734, 2.34064, 0.44973)  -0.41
C (2.13628, 2.02300, -1.05612)  -0.40
C (1.02561, 1.09054, -1.62795)  -0.41
C (-0.11088, 0.76065, -0.67693)  -0.38
C (-1.24964, -0.04840, -1.31405)  -0.67
B (-2.24321, -0.79229, -0.27395)  -0.23
I (-2.20216, -0.00776, 1.80022)  0.62
C (-3.77102, -0.53571, -0.77547)  -0.32
O (-4.70827, -1.04662, 0.20969)  -0.56
C (-5.48362, -0.08802, 0.73725)  0.82
C (-6.40270, 0.75939, -0.11707)  -0.73
O (-5.41157, 0.10953, 1.89178)  -0.55
P (-1.85245, -2.69883, -0.17483)  2.15
O (-0.50471, -2.90162, 0.50783)  -1.22
O (-2.99705, -3.47946, 0.70455)  -0.97
O (-1.75344, -3.34227, -1.62065)  -0.95
H (3.46904, -2.07296, 0.06849)  0.16
H (4.19919, -2.62777, 1.58745)  0.16
H (5.13642, -2.61495, 0.07529)  0.20
H (3.39910, 0.07537, 1.96547)  0.15
H (3.15525, 0.01407, 0.22737)  0.15
H (5.25543, 1.65232, 0.18454)  0.22
H (5.06736, 1.70225, 1.90399)  0.22
H (3.83872, 3.48280, 0.22687)  0.21
H (3.40643, 3.25060, 1.90170)  0.21
H (1.40235, 3.19226, 0.59727)  0.21
H (1.70017, 1.52608, 1.07494)  0.19
H (2.08547, 2.97883, -1.57793)  0.21
H (3.11545, 1.61630, -1.30157)  0.21
H (0.60989, 1.58747, -2.50884)  0.21
H (1.51517, 0.19787, -2.01947)  0.20
H (0.31846, 0.14071, 0.12706)  0.18
H (-0.47585, 1.66005, -0.17757)  0.20
H (-1.80784, 0.54293, -2.04277)  0.23
H (-0.76877, -0.83320, -1.91035)  0.23
H (-3.95925, -0.93354, -1.77437)  0.23
H (-3.87828, 0.55286, -0.82743)  0.20
H (-7.35005, 0.89882, 0.38325)  0.26
H (-5.90715, 1.71604, -0.27089)  0.25
H (-6.50558, 0.29308, -1.09660)  0.23
H (-2.85718, -3.24638, 1.63642)  0.49
H (-1.12358, -4.08299, -1.56932)  0.52
Cu (-0.77797, -4.48039, 1.98021)  0.93

As for the LUMO energy (alpha / beta): -5.47 / -7.15 eV. The value obtained for the gap between HOMO and LUMO (alpha / beta) is 6.18 / 4.50 eV. The total charge is +1. The HOMO energy (alpha / beta) comes out at -11.65 / -11.65 eV. The value obtained for the electronic energy is -87849.30348 eV. The expectation value of S² is 0.75. The maximum force is 0.067 hartree/bohr. Its spin multiplicity is 2.

Entry 4:
Computed, not measured: a structure of composition C9H6CoN2O5, with ωB97M-V with the def2-TZVPD basis set.

Each line ends with the natural charge from an NBO analysis.
Atoms and positions in Å:
O (0.00527, 0.01602, -5.28893)  -0.44
C (0.01035, 0.14898, -4.14753)  0.45
Co (-0.01303, -0.10266, 0.49806)  0.75
O (1.92010, -2.33380, -0.13822)  -0.28
C (1.17846, -1.52797, 0.25452)  0.49
C (-1.10701, 1.39911, 0.40673)  0.48
O (-1.76789, 2.33462, 0.14255)  -0.30
C (-1.50398, -1.20729, 0.25380)  0.48
O (-2.42388, -1.81738, -0.14381)  -0.28
C (1.39975, 1.11278, 0.43926)  0.48
O (2.26091, 1.87061, 0.15912)  -0.30
C (0.14205, 1.60400, 5.36153)  -0.42
N (0.05824, 0.71014, 4.24532)  -0.26
C (-0.08613, -0.66504, 4.38079)  0.01
C (-0.12688, -1.19202, 3.10806)  -0.07
N (-0.00530, -0.09834, 2.28547)  -0.56
C (0.10806, 1.04946, 2.95206)  0.21
H (-0.76830, 1.45984, 5.95429)  0.25
H (1.00141, 1.28899, 5.96423)  0.25
H (0.24615, 2.65803, 4.99737)  0.25
H (-0.15070, -1.17665, 5.31620)  0.28
H (-0.22514, -2.20509, 2.68400)  0.26
H (0.21630, 2.07267, 2.56162)  0.26

As for the LUMO energy (alpha / beta): -9.15 / -11.10 eV. The value obtained for the gap between HOMO and LUMO (alpha / beta) is 8.47 / 6.73 eV. The total charge is +2. The HOMO energy (alpha / beta) comes out at -17.62 / -17.84 eV. The value obtained for the electronic energy is -60253.64003 eV. The expectation value of S² is 3.78. The maximum force is 0.209 hartree/bohr. Its spin multiplicity is 4.